Here is C25H47Cl2CrNO3P2S as an isolated structure from the Open Molecules 2025 dataset. Energies are from ωB97M-V with the def2-TZVPD basis set.

Last column: Mulliken spin population.
Positions of all 82 atoms, in Å:
Cr -0.094 0.014 -0.054  3.420
Cl 0.538 -0.046 -2.263  0.014
P -0.337 -2.445 -0.232  -0.085
C 0.961 -3.240 -1.319  -0.025
C -0.444 -3.551 1.284  -0.015
C -1.922 -2.606 -1.205  0.008
C 2.362 -2.624 -1.185  0.020
H 0.579 -2.989 -2.323  -0.002
C 1.023 -4.759 -1.158  -0.002
H 1.598 -5.028 -0.263  0.000
H 1.548 -5.169 -2.031  0.000
H 0.042 -5.245 -1.109  0.000
H 2.434 -1.698 -1.764  -0.001
H 3.105 -3.330 -1.576  0.000
H 2.625 -2.380 -0.143  0.000
H -1.634 -2.083 -2.137  0.007
C -3.110 -1.852 -0.585  0.009
C -2.269 -4.065 -1.528  -0.001
H -1.602 -4.487 -2.289  0.000
H -3.292 -4.107 -1.924  0.000
H -2.235 -4.699 -0.629  0.000
H -2.815 -1.072 0.132  0.009
H -3.792 -2.548 -0.079  0.000
H -3.663 -1.355 -1.396  0.002
C 0.813 -3.371 2.119  0.010
H -0.480 -4.582 0.904  -0.004
C -1.682 -3.260 2.130  0.008
H 1.733 -3.738 1.648  -0.001
H 0.719 -3.831 3.111  0.001
H 0.930 -2.294 2.277  0.000
H -1.820 -2.176 2.266  0.000
H -1.533 -3.700 3.127  0.001
H -2.589 -3.690 1.692  0.000
Cl -1.101 0.178 2.024  0.005
H -1.423 0.320 -0.484  -0.243
P 0.425 2.430 -0.198  -0.112
C -0.466 3.190 -1.653  0.003
C 0.003 3.513 1.259  -0.003
C 2.230 2.623 -0.655  -0.020
C -1.835 2.558 -1.935  -0.004
H 0.214 2.920 -2.479  0.003
C -0.575 4.714 -1.555  -0.002
H -1.399 5.005 -0.891  0.000
H -0.800 5.102 -2.557  0.000
H 0.344 5.204 -1.213  0.000
H -1.729 1.571 -2.399  0.010
H -2.383 3.205 -2.634  -0.001
H -2.440 2.450 -1.023  -0.003
H 2.238 2.063 -1.607  0.004
C 3.167 1.903 0.318  0.015
C 2.674 4.066 -0.872  -0.001
H 2.271 4.500 -1.792  0.000
H 3.768 4.087 -0.946  0.000
H 2.390 4.698 -0.020  0.000
H 2.606 1.259 1.003  0.003
H 3.780 2.598 0.909  0.000
H 3.864 1.238 -0.211  -0.002
C -1.482 3.357 1.620  -0.004
H 0.170 4.543 0.903  -0.002
C 0.916 3.262 2.463  0.005
H -2.145 3.916 0.948  0.000
H -1.636 3.706 2.649  0.001
H -1.776 2.295 1.603  0.007
H 0.911 2.204 2.764  0.001
H 0.529 3.859 3.302  0.000
H 1.950 3.582 2.275  0.000
O 5.695 0.756 2.839  0.000
S 5.116 -0.569 2.863  0.000
O 5.959 -1.731 3.050  0.000
N 4.013 -0.757 1.649  0.002
C 2.747 -0.801 2.078  -0.004
O 1.762 -0.808 1.288  -0.030
C 2.616 -0.820 3.538  -0.003
C 1.462 -0.903 4.329  0.002
C 1.629 -0.824 5.714  0.000
C 2.907 -0.620 6.283  0.000
C 4.049 -0.512 5.465  0.000
C 3.863 -0.618 4.097  0.000
H 0.487 -1.036 3.846  -0.001
H 0.754 -0.922 6.368  0.000
H 3.014 -0.533 7.373  0.000
H 5.059 -0.354 5.849  0.000

Its expectation value of S² is 3.81. Its charge is -1. As for the largest force on an atom: 3.35 eV/Å. As for the energy above the lowest of the compared OMol25 structures with the same formula, charge and spin: 0.2806 eV. As for the spin multiplicity: 4. The calculation puts the total energy at -4307.18179 a.u. Its LUMO energy (spin up / spin down) is 2.6 / 2.7 eV.